No. 1
The following is a quantum chemistry calculation of a 16-piece molecular cluster, C63H126F3N12O19S3 overall at a distorted geometry, from the Open Molecules 2025 dataset.

Geometry as XYZ:
```
226
Properties=species:S:1:pos:R:3
C 0.129 1.705 9.509
O 1.185 1.057 8.800
C 1.168 1.256 7.407
C 2.424 0.427 7.000
N 3.683 0.868 7.803
H 3.464 0.785 8.785
H 4.251 0.099 7.476
C 4.410 2.129 7.503
C 5.056 2.695 8.768
O 6.070 1.840 9.083
C 7.061 2.313 10.008
H 0.431 1.462 10.528
H -0.899 1.389 9.334
H 0.025 2.789 9.480
H 1.227 2.308 7.130
H 0.220 0.908 6.998
H 2.588 0.694 5.956
H 2.543 -0.643 7.173
H 3.757 2.834 6.990
H 5.102 1.729 6.761
H 4.305 2.515 9.537
H 5.278 3.757 8.659
H 7.715 1.475 10.251
H 6.619 2.527 10.981
H 7.742 3.084 9.647
C -0.149 2.381 -3.173
O -0.437 1.409 -2.221
C -0.357 1.887 -0.896
C -1.512 1.294 -0.168
N -1.262 -0.236 0.022
H -1.563 -0.586 -0.877
H -0.269 -0.304 0.196
C -2.111 -0.799 1.190
C -1.517 -0.641 2.659
O -1.294 0.688 2.961
C -0.870 0.872 4.280
H -0.893 3.164 -3.029
H -0.290 1.862 -4.122
H 0.836 2.842 -3.110
H -0.510 2.963 -0.825
H 0.577 1.745 -0.352
H -2.400 1.254 -0.798
H -1.836 1.687 0.796
H -2.206 -1.872 1.021
H -3.168 -0.533 1.174
H -0.647 -1.293 2.733
H -2.242 -0.987 3.396
H 0.119 0.447 4.456
H -1.543 0.464 5.033
H -0.793 1.935 4.510
C -2.773 -11.846 3.289
O -1.748 -10.927 2.939
C -1.198 -11.084 1.639
C -0.040 -10.148 1.404
N -0.499 -8.658 1.624
H -1.320 -8.489 1.061
H -0.694 -8.672 2.615
C 0.536 -7.581 1.206
C -0.159 -6.266 1.113
O -0.937 -5.986 2.290
C -2.095 -5.246 1.993
H -3.171 -11.492 4.240
H -2.476 -12.892 3.216
H -3.623 -11.748 2.614
H -1.966 -10.828 0.909
H -1.082 -12.146 1.422
H 0.120 -10.224 0.329
H 0.919 -10.290 1.901
H 0.837 -7.817 0.186
H 1.415 -7.613 1.850
H -0.677 -6.022 0.186
H 0.548 -5.440 1.031
H -1.857 -4.270 1.570
H -2.638 -4.885 2.866
H -2.863 -5.774 1.428
S 2.160 -1.812 0.345
O 1.299 -0.762 0.859
O 1.554 -3.156 0.360
O 2.203 -1.802 -1.091
O 3.445 -1.790 0.986
S -1.607 -3.409 -1.798
O -2.389 -4.213 -0.889
O -2.188 -4.234 -2.857
O -2.094 -2.060 -1.893
O -0.182 -3.515 -1.710
C 2.112 5.123 4.854
C 2.161 3.794 3.968
O 1.988 2.695 4.465
O 2.284 3.906 2.766
H 2.150 4.896 5.920
H 1.180 5.663 4.682
H 3.002 5.730 4.692
C -7.437 -3.629 -0.599
F -8.010 -4.154 -1.684
F -8.187 -2.649 -0.009
F -7.323 -4.688 0.260
S -5.704 -2.778 -1.114
O -5.164 -2.164 0.144
O -4.826 -3.943 -1.462
O -6.009 -1.912 -2.273
C -2.242 7.959 -6.769
C -2.215 7.041 -5.518
N -3.554 6.986 -4.936
C -3.588 5.994 -3.830
C -3.535 4.500 -4.154
C -4.178 8.317 -4.637
C -3.331 9.029 -3.495
H -2.779 8.904 -6.687
H -2.700 7.474 -7.631
H -1.235 8.183 -7.120
H -1.949 6.028 -5.818
H -1.495 7.384 -4.775
H -2.834 6.264 -3.091
H -4.599 6.099 -3.435
H -2.647 4.103 -4.646
H -3.535 3.914 -3.234
H -4.359 4.269 -4.829
H -5.159 8.167 -4.187
H -4.299 9.076 -5.409
H -2.791 8.387 -2.800
H -3.860 9.684 -2.803
H -2.443 9.532 -3.878
C 0.618 -5.207 -4.301
C 1.989 -4.597 -4.270
N 2.175 -3.261 -3.501
C 1.347 -2.348 -4.303
C 1.451 -0.842 -3.905
C 3.545 -2.936 -3.772
C 4.101 -2.799 -5.183
H 0.509 -5.903 -3.470
H 0.522 -5.868 -5.163
H -0.310 -4.639 -4.232
H 2.651 -5.394 -3.932
H 2.151 -4.412 -5.332
H 1.508 -2.598 -5.352
H 0.296 -2.522 -4.069
H 1.027 -0.665 -2.917
H 2.404 -0.315 -3.942
H 0.851 -0.237 -4.586
H 4.142 -3.685 -3.252
H 3.922 -2.073 -3.224
H 4.107 -3.761 -5.696
H 5.179 -2.638 -5.183
H 3.620 -2.130 -5.896
C 3.497 -0.522 -8.568
C 4.545 0.292 -7.742
N 4.410 1.719 -7.813
C 4.706 2.053 -9.199
C 5.182 3.462 -9.329
C 3.226 2.341 -7.196
C 3.049 2.346 -5.706
H 3.674 -1.597 -8.560
H 3.564 -0.085 -9.564
H 2.498 -0.222 -8.254
H 4.431 0.098 -6.676
H 5.570 -0.074 -7.802
H 5.502 1.449 -9.635
H 3.871 1.948 -9.892
H 5.873 3.685 -8.516
H 5.789 3.741 -10.191
H 4.327 4.139 -9.325
H 2.258 2.104 -7.639
H 3.208 3.405 -7.431
H 1.983 2.278 -5.489
H 3.351 3.340 -5.376
H 3.526 1.531 -5.162
N -5.515 0.537 0.293
C -6.502 1.026 -0.591
C -6.523 2.371 -0.544
C -5.607 2.750 0.439
C -5.008 1.566 0.953
H -5.418 -0.452 0.474
H -7.178 0.453 -1.208
H -7.057 3.132 -1.094
H -5.404 3.802 0.574
H -4.412 1.436 1.844
N 2.039 -2.873 5.213
C 1.890 -3.404 6.481
C 0.835 -4.266 6.592
C 0.238 -4.231 5.377
C 0.981 -3.365 4.576
H 2.560 -2.070 4.888
H 2.632 -3.130 7.216
H 0.514 -4.807 7.470
H -0.619 -4.742 4.964
H 0.852 -3.138 3.528
N -3.346 0.102 -3.408
C -4.427 0.900 -3.585
C -4.366 1.529 -4.757
C -3.152 1.191 -5.369
C -2.601 0.200 -4.572
H -3.081 -0.486 -2.631
H -5.127 0.924 -2.763
H -5.066 2.231 -5.186
H -2.844 1.613 -6.315
H -1.742 -0.442 -4.702
N 4.636 3.137 -0.604
C 3.312 2.749 -0.646
C 3.185 1.405 -1.179
C 4.521 0.894 -1.059
C 5.402 1.981 -0.755
H 4.968 4.091 -0.592
H 2.504 3.465 -0.645
H 2.353 0.825 -1.550
H 4.971 -0.078 -1.201
H 6.410 2.050 -0.374
N -0.790 -1.677 7.448
C -2.053 -1.668 6.839
C -2.913 -1.196 7.760
C -2.364 -1.319 9.011
C -1.054 -1.579 8.822
H 0.118 -1.866 7.049
H -2.070 -1.921 5.789
H -3.927 -0.866 7.591
H -2.863 -1.260 9.967
H -0.303 -1.681 9.592
N 0.473 5.092 0.663
C 0.565 5.687 -0.513
C -0.681 6.181 -0.859
C -1.608 5.752 0.018
C -0.882 5.145 1.016
H 1.181 4.637 1.222
H 1.508 5.850 -1.013
H -0.949 6.519 -1.849
H -2.637 6.039 -0.140
H -1.272 4.925 1.999
```

The HOMO energy is 2.31 eV. As for the total energy: -164794.10190 eV. The value obtained for the gap between HOMO and LUMO is 1.02 eV. Its total charge is -3.

Atom charges from the Mulliken analysis, given in e for atoms 1 to 4:
1 C -0.94
2 O -0.35
3 C -0.05
4 C -0.51

No. 2
The following is a quantum chemistry calculation of a 7-piece molecular cluster, C63H133N7O7 overall at a distorted geometry, from the Open Molecules 2025 dataset.

Geometry as XYZ:
```
210
Properties=species:S:1:pos:R:3
C -2.627 -10.538 6.031
C -2.830 -10.584 4.567
C -3.531 -11.973 4.106
C -3.841 -9.404 4.452
C -4.135 -8.977 2.996
C -2.803 -8.664 2.288
C -1.664 -9.744 2.416
C -2.010 -10.834 1.261
C -0.289 -9.152 2.061
N -1.612 -10.239 3.781
O -0.496 -11.057 4.076
H -3.401 -10.180 6.710
H -2.208 -11.482 6.379
H -1.837 -9.804 6.191
H -3.732 -12.622 4.957
H -4.483 -11.864 3.587
H -2.885 -12.563 3.455
H -4.675 -9.734 5.071
H -3.359 -8.571 4.964
H -4.427 -9.817 2.365
H -4.826 -8.144 3.124
H -2.595 -7.600 2.397
H -3.085 -8.501 1.248
H -3.073 -11.075 1.300
H -1.447 -11.737 1.493
H -1.899 -10.605 0.201
H 0.398 -9.937 1.745
H 0.076 -8.501 2.855
H -0.338 -8.406 1.269
H -0.034 -10.489 4.697
C -6.012 7.278 9.046
C -4.516 6.694 9.348
C -4.182 5.391 8.545
C -3.636 7.784 8.721
C -3.538 9.103 9.525
C -3.498 8.920 11.047
C -4.459 7.845 11.648
C -3.831 7.528 12.997
C -5.844 8.394 11.814
N -4.284 6.611 10.823
O -5.007 5.597 11.487
H -6.493 7.075 8.089
H -6.589 6.805 9.841
H -6.001 8.358 9.191
H -3.837 5.597 7.532
H -3.493 4.862 9.204
H -5.146 4.910 8.381
H -2.627 7.395 8.585
H -3.975 8.033 7.716
H -2.678 9.672 9.172
H -4.437 9.674 9.294
H -3.620 9.954 11.370
H -2.469 8.674 11.312
H -3.159 6.674 12.906
H -4.608 7.511 13.760
H -3.161 8.303 13.369
H -6.540 7.600 12.085
H -6.305 8.973 11.014
H -5.723 9.078 12.655
H -5.897 5.861 11.244
C 2.359 12.736 0.093
C 1.764 11.390 -0.434
C 2.524 10.935 -1.733
C 2.095 10.440 0.753
C 1.325 9.049 0.668
C -0.163 9.292 0.533
C -0.572 10.376 -0.585
C -0.560 9.664 -1.996
C -2.060 10.743 -0.319
N 0.295 11.605 -0.512
O 0.056 12.448 -1.621
H 3.378 12.907 -0.253
H 1.701 13.548 -0.217
H 2.454 12.893 1.167
H 2.431 9.872 -1.955
H 2.358 11.498 -2.652
H 3.585 10.999 -1.494
H 3.157 10.267 0.928
H 1.696 10.928 1.643
H 1.631 8.311 -0.074
H 1.417 8.396 1.536
H -0.347 9.781 1.489
H -0.858 8.459 0.427
H -0.305 10.200 -2.910
H -1.452 9.056 -2.153
H 0.070 8.783 -2.123
H -2.027 11.512 0.452
H -2.636 9.857 -0.052
H -2.513 11.243 -1.176
H 0.251 13.325 -1.283
C 6.212 5.922 -6.251
C 5.746 4.641 -5.738
C 4.256 4.636 -5.852
C 6.218 3.576 -6.632
C 7.681 3.166 -6.513
C 8.054 2.863 -5.089
C 7.592 3.912 -3.999
C 7.592 3.277 -2.546
C 8.646 5.078 -3.998
N 6.163 4.173 -4.373
O 5.636 5.013 -3.391
H 7.128 5.840 -6.837
H 5.604 6.468 -6.971
H 6.332 6.432 -5.295
H 3.887 3.686 -5.465
H 3.742 5.279 -5.138
H 3.884 4.620 -6.876
H 5.603 2.706 -6.402
H 6.053 3.835 -7.678
H 7.717 2.231 -7.071
H 8.351 3.880 -6.993
H 9.118 2.636 -5.027
H 7.473 2.043 -4.666
H 7.246 3.913 -1.731
H 8.644 3.011 -2.451
H 6.948 2.398 -2.576
H 8.656 5.564 -4.974
H 9.674 4.740 -3.861
H 8.281 5.790 -3.257
H 4.751 4.644 -3.346
C -10.846 -2.207 -6.110
C -10.455 -3.764 -6.038
C -11.397 -4.553 -5.076
C -10.547 -4.237 -7.573
C -9.867 -5.660 -7.776
C -8.453 -5.484 -7.322
C -8.265 -5.018 -5.877
C -8.413 -6.239 -4.900
C -6.821 -4.378 -5.739
N -9.124 -3.888 -5.517
O -8.906 -3.454 -4.258
H -10.930 -1.690 -5.155
H -10.092 -1.715 -6.725
H -11.809 -2.132 -6.614
H -11.105 -4.736 -4.042
H -12.355 -4.055 -4.924
H -11.548 -5.559 -5.467
H -11.543 -4.328 -8.005
H -10.094 -3.442 -8.165
H -10.304 -6.466 -7.187
H -9.842 -5.870 -8.845
H -7.797 -4.978 -8.031
H -8.069 -6.503 -7.378
H -7.772 -7.120 -4.947
H -9.351 -6.755 -5.105
H -8.385 -5.981 -3.842
H -6.537 -4.145 -4.713
H -6.895 -3.540 -6.432
H -6.071 -5.118 -6.018
H -9.384 -4.052 -3.678
C 1.799 -0.879 -1.500
C 0.719 -0.972 -0.435
C 0.505 -2.437 -0.035
C 1.263 -0.143 0.752
C 0.138 -0.078 1.824
C -1.093 0.533 1.270
C -1.720 -0.249 0.060
C -2.519 -1.436 0.562
C -2.709 0.823 -0.481
N -0.603 -0.444 -0.924
O -1.063 -1.011 -2.174
H 2.221 -1.876 -1.635
H 1.361 -0.654 -2.473
H 2.606 -0.178 -1.289
H -0.164 -2.666 0.795
H 0.167 -2.976 -0.920
H 1.489 -2.851 0.184
H 2.127 -0.513 1.305
H 1.355 0.868 0.354
H -0.116 -1.007 2.335
H 0.512 0.586 2.602
H -0.916 1.585 1.045
H -1.800 0.644 2.092
H -3.458 -1.048 0.954
H -2.008 -1.997 1.345
H -2.758 -2.162 -0.216
H -2.180 1.482 -1.169
H -3.237 1.325 0.329
H -3.526 0.420 -1.081
H -0.987 -0.274 -2.784
C 11.460 -5.717 -3.167
C 10.397 -6.736 -3.062
C 9.696 -6.975 -4.504
C 10.983 -8.143 -2.604
C 9.984 -9.213 -2.107
C 8.995 -8.646 -1.045
C 8.449 -7.205 -1.378
C 7.218 -7.309 -2.430
C 8.042 -6.595 0.042
N 9.485 -6.285 -2.006
O 9.064 -5.081 -2.263
H 11.090 -4.900 -3.787
H 11.783 -5.257 -2.233
H 12.406 -6.165 -3.472
H 10.374 -6.985 -5.358
H 9.156 -7.911 -4.650
H 9.156 -6.184 -5.026
H 11.748 -8.586 -3.242
H 11.572 -7.878 -1.726
H 9.455 -9.778 -2.874
H 10.404 -10.073 -1.587
H 9.426 -8.633 -0.043
H 8.261 -9.441 -1.179
H 6.248 -7.335 -1.933
H 7.428 -8.124 -3.123
H 7.073 -6.408 -3.027
H 7.350 -7.138 0.686
H 7.701 -5.574 -0.130
H 8.849 -6.309 0.716
H 9.609 -4.600 -1.637
```

Its energy above the lowest of the compared OMol25 structures with the same formula, charge and spin is 1007.8 kJ/mol. The HOMO energy is -7.97 eV. As for the total energy: -92233.95456 eV. The value obtained for the gap between HOMO and LUMO is 8.36 eV. As for the structure (SMILES): CC1(C)CCCC(C)(C)N1O.CC1(C)CCCC(C)(C)N1O.CC1(C)CCCC(C)(C)N1O.CC1(C)CCCC(C)(C)N1O.CC1(C)CCCC(C)(C)N1O.CC1(C)CCCC(C)(C)N1O.CC1(C)CCCC(C)(C)N1O.

Atom charges from the Mulliken analysis, given in e for atoms 1 to 4:
1 C -1.96
2 C 1.65
3 C -1.61
4 C -1.47

- Which formula does entry 1 have?
  C63H126F3N12O19S3

- Look up the gap between HOMO and LUMO of the first one.
  1.02 eV

- The highest gap between HOMO and LUMO belongs to which entry?
  C63H133N7O7